Here is a 2-piece molecular cluster, C2H7NOSi overall in a non-equilibrium geometry from the OMol25 dataset. Energies are from the ωB97M-V functional and the def2-TZVPD basis.

The geometry in XYZ format:
```
12
Properties=species:S:1:pos:R:3:forces:R:3
O -1.62030 3.03183 0.87659 -0.3 0.2 -0.1
C -0.60994 2.40968 1.09589 -0.2 0.0 0.7
N 0.28396 1.93013 0.20014 0.8 -0.1 -2.0
Si 0.48105 2.06630 -1.40954 0.0 -0.3 1.7
H -0.30327 2.14602 2.12734 -0.2 0.2 0.0
H 1.66226 1.34793 -1.85264 0.2 -0.1 -0.3
H -0.21383 2.73477 -2.50751 -0.3 0.2 0.0
C -0.47274 -1.48309 0.46606 0.0 0.0 -0.1
H -1.09476 -2.23466 -0.00305 -0.1 -0.1 -0.1
H 0.33857 -1.96511 0.99648 0.2 -0.1 0.1
H -1.06197 -0.90015 1.16100 -0.1 0.1 0.1
H -0.06468 -0.82245 -0.29035 0.1 0.0 0.0
```
Forces are in eV/Å.

Values from the calculation:
Energy above the lowest of the compared OMol25 structures with the same formula, charge and spin in kcal/mol: 56.6
SMILES string: O=CN=[SiH2].C
Orbital gap in eV: 8.591